Formula: C19H24BrClF6N5O4S
Source: OMol25
Level of theory: the ωB97M-V functional and the def2-TZVPD basis

Element x y z (Å)
C 2.438 0.371 3.755
C 2.568 1.805 3.220
C 2.337 1.870 1.735
O 3.110 1.501 0.893
O 1.109 2.406 1.360
C 0.163 1.439 0.935
C 0.126 1.362 -0.600
N 0.485 0.033 -1.145
Br 2.125 -0.077 -1.966
C -0.420 -0.916 -1.000
N -1.581 -0.613 -0.420
C -2.318 -1.695 -0.433
C -3.708 -1.739 0.115
N -4.302 -0.405 0.078
N -1.715 -2.739 -0.979
C -2.343 -4.062 -1.134
C -2.557 -4.799 0.211
C -1.668 -6.003 0.448
Cl -4.273 -5.353 0.204
N -0.415 -2.278 -1.352
S 0.647 -3.413 -2.052
O 0.436 -4.611 -1.327
O 1.942 -2.888 -2.218
C -0.111 -3.631 -3.761
F -0.290 -4.928 -3.927
F -1.292 -3.004 -3.783
C 0.763 -3.049 -4.906
F 1.870 -3.764 -5.051
F 1.060 -1.776 -4.636
F 0.044 -3.099 -6.026
H 1.396 0.073 3.877
H 2.943 -0.334 3.094
H 2.922 0.301 4.728
H 3.578 2.168 3.413
H 1.871 2.473 3.717
H -0.812 1.715 1.333
H 0.407 0.452 1.342
H -0.845 1.654 -0.995
H 0.861 2.065 -0.982
H -3.614 -2.032 1.167
H -4.292 -2.511 -0.392
H -5.306 -0.500 0.187
H -4.176 0.007 -0.841
H -1.790 -4.694 -1.815
H -3.307 -3.871 -1.599
H -2.495 -4.092 1.037
H -0.641 -5.708 0.645
H -1.719 -6.688 -0.398
H -2.029 -6.544 1.322
F 1.966 4.813 3.178
C 1.933 5.754 2.204
C 3.066 5.955 1.444
C 3.023 6.917 0.444
C 1.867 7.653 0.227
C 0.744 7.427 1.011
C 0.768 6.466 2.012
H 3.957 5.373 1.637
H 3.900 7.091 -0.165
H 1.842 8.404 -0.551
H -0.156 8.004 0.848
H -0.094 6.270 2.635

The molar mass is 647.844 g/mol. For the HOMO-LUMO gap, the calculation gives 7.6 eV. The total charge is +1. Its HOMO energy is -10.93 eV.